(1)
{
  "formula": "C18H14Br2N2O2Rb",
  "method": "ωB97M-V/def2-TZVPD",
  "de_lowest_kcal_mol": 0.1,
  "homo_lumo_gap_ev": 6.278,
  "e_lumo_ev": 2.2213,
  "total_charge": -1,
  "symbols": ["Rb", "C", "C", "C", "C", "C", "Br", "N", "C", "H", "H", "H", "H", "H", "H", "O", "C", "O", "C", "C", "C", "C", "C", "N", "H", "H", "H", "H", "Br", "C", "C", "C", "C", "C", "C", "H", "H", "H", "H"],
  "coordinates": [[0.184, 0.774, 0.038], [0.857, -3.195, 4.103], [0.565, -3.138, 2.632], [-0.449, -3.884, 2.049], [-0.712, -3.754, 0.697], [0.068, -2.860, -0.012], [-0.285, -2.601, -1.873], [1.035, -2.133, 0.498], [1.277, -2.283, 1.801], [0.271, -3.977, 4.585], [0.597, -2.248, 4.577], [1.915, -3.387, 4.291], [-1.061, -4.540, 2.656], [-1.514, -4.292, 0.217], [2.072, -1.664, 2.206], [4.133, 3.445, 0.838], [3.248, 2.743, 0.328], [2.055, 2.589, 0.672], [3.698, 1.933, -0.916], [4.992, 2.102, -1.405], [5.401, 1.374, -2.506], [4.509, 0.484, -3.088], [3.246, 0.375, -2.533], [2.838, 1.081, -1.480], [5.633, 2.804, -0.891], [6.402, 1.493, -2.904], [4.781, -0.115, -3.947], [2.523, -0.320, -2.951], [-3.853, -3.879, 4.633], [-3.204, -2.565, 3.398], [-2.271, -1.636, 3.816], [-1.773, -0.726, 2.880], [-2.144, -0.674, 1.521], [-3.127, -1.635, 1.201], [-3.658, -2.568, 2.090], [-1.935, -1.627, 4.848], [-1.031, -0.022, 3.266], [-3.510, -1.686, 0.181], [-4.402, -3.291, 1.773]],
  "forces_ev_per_a": [[-0.1, 0.0, 0.0], [0.0, 0.0, 0.0], [0.0, 0.0, 0.0], [0.0, 0.0, 0.0], [0.0, 0.0, 0.0], [0.1, 0.1, 0.0], [0.0, 0.0, 0.0], [0.0, -0.2, 0.0], [0.0, 0.1, 0.0], [0.0, 0.0, 0.0], [0.0, 0.0, 0.0], [0.0, 0.0, 0.0], [0.0, 0.0, 0.0], [0.0, 0.0, 0.0], [0.0, 0.0, 0.0], [0.0, 0.0, 0.0], [0.0, 0.0, 0.0], [0.0, 0.1, 0.1], [0.0, 0.0, 0.0], [0.0, 0.0, 0.0], [0.0, 0.0, 0.0], [0.0, 0.0, 0.0], [0.0, 0.0, 0.0], [0.0, 0.0, 0.0], [0.0, 0.0, 0.0], [0.0, 0.0, 0.0], [0.0, 0.0, 0.0], [0.0, 0.0, 0.0], [0.0, 0.0, 0.0], [0.0, 0.1, -0.1], [0.0, 0.0, 0.0], [0.0, 0.0, 0.0], [0.0, 0.0, 0.0], [0.0, 0.0, 0.0], [0.0, 0.0, 0.0], [0.0, 0.0, 0.0], [0.0, 0.0, 0.0], [0.0, 0.0, 0.0], [0.0, 0.0, 0.0]],
  "mulliken_charge": [0.9158, -1.4963, 0.9096, -0.2616, -0.3491, 0.1141, -0.1913, -0.4880, -0.5280, 0.3599, 0.2512, 0.4510, 0.3229, 0.4059, 0.4450, -0.7546, 0.2175, -0.6735, 0.2891, -0.3884, -0.2811, -0.5339, -0.3172, -0.0797, 0.4440, 0.3876, 0.3547, 0.3695, -0.2420, 0.1004, -0.3834, -0.1991, -0.7223, -0.6235, -0.3833, 0.4832, 0.3432, 0.3524, 0.3791]
}

---

(2)
{
  "formula": "C4H4P2",
  "method": "ωB97M-V/def2-TZVPD",
  "de_lowest_kcal_mol": 12.1,
  "homo_lumo_gap_ev": [6.903, 6.604],
  "s_squared": 2.061,
  "e_lumo_ev": [0.1631, -2.5446],
  "spin_multiplicity": 3,
  "symbols": ["C", "C", "C", "C", "P", "P", "H", "H", "H", "H"],
  "coordinates": [[-0.872, 1.244, -0.015], [0.378, 1.730, -0.192], [-0.573, -0.170, -0.054], [0.836, -0.055, -0.136], [-1.564, -1.567, -0.102], [2.142, -1.078, -0.042], [-1.794, 1.755, 0.227], [0.747, 2.722, -0.064], [-0.458, -2.487, 0.069], [1.159, -2.094, 0.310]],
  "forces_ev_per_a": [[-0.2, -0.7, 0.3], [0.7, -2.8, 0.3], [1.6, 2.6, 0.2], [-1.2, 3.7, -0.4], [-1.6, -2.9, -0.1], [0.0, -0.6, 0.3], [-0.1, 0.0, -0.2], [0.6, 0.4, -0.1], [-0.7, 0.3, 0.1], [1.0, 0.0, -0.2]],
  "mulliken_spin": [-0.0620, 0.3853, 0.3479, -0.0610, 1.0237, 0.3556, -0.0036, 0.0093, 0.0013, 0.0034]
}

---

(3)
{
  "formula": "C23H30F6O20Si",
  "method": "ωB97M-V/def2-TZVPD",
  "smiles": "O=C1OC[C@@H](F)O1.O=C1OC[C@@H](F)O1.O=C1OC[C@@H](F)O1.O=C1OC[C@@H](F)O1.O=C1OC[C@@H](F)O1.O=C1OC[C@@H](F)O1.O=COCCCC[SiH3]",
  "homo_lumo_gap_ev": 10.955,
  "e_lumo_ev": 0.1408,
  "symbols": ["O", "C", "O", "C", "C", "F", "O", "H", "H", "H", "O", "C", "O", "C", "C", "F", "O", "H", "H", "H", "O", "C", "O", "C", "C", "F", "O", "H", "H", "H", "O", "C", "O", "C", "C", "F", "O", "H", "H", "H", "O", "C", "O", "C", "C", "F", "O", "H", "H", "H", "O", "C", "O", "C", "C", "F", "O", "H", "H", "H", "O", "C", "O", "C", "C", "C", "C", "Si", "H", "H", "H", "H", "H", "H", "H", "H", "H", "H", "H", "H"],
  "coordinates": [[-2.040, -0.905, 5.315], [-1.216, -0.149, 4.923], [-0.094, -0.512, 4.254], [0.566, 0.672, 3.793], [0.028, 1.718, 4.747], [-0.122, 2.929, 4.155], [-1.247, 1.201, 5.077], [0.258, 0.882, 2.769], [1.643, 0.541, 3.828], [0.605, 1.849, 5.664], [6.241, -2.912, 3.485], [5.338, -2.632, 2.772], [4.242, -1.928, 3.146], [3.465, -1.642, 1.977], [3.912, -2.741, 1.035], [3.916, -2.348, -0.259], [5.243, -2.978, 1.460], [3.727, -0.657, 1.595], [2.404, -1.678, 2.203], [3.329, -3.657, 1.132], [1.540, -5.163, 0.725], [0.663, -4.726, 1.396], [0.369, -3.418, 1.548], [-0.846, -3.306, 2.308], [-0.881, -4.635, 3.037], [-2.131, -5.109, 3.210], [-0.185, -5.485, 2.135], [-1.693, -3.228, 1.625], [-0.803, -2.443, 2.962], [-0.365, -4.643, 3.998], [-0.988, -11.584, -0.042], [-0.434, -10.787, 0.635], [-0.851, -9.516, 0.847], [-0.014, -8.920, 1.839], [1.238, -9.769, 1.744], [1.852, -9.927, 2.941], [0.729, -11.013, 1.310], [-0.474, -9.035, 2.822], [0.150, -7.870, 1.625], [1.975, -9.414, 1.020], [-4.157, 2.922, -2.079], [-4.055, 3.686, -2.978], [-4.740, 3.622, -4.143], [-4.454, 4.796, -4.903], [-3.126, 5.239, -4.316], [-2.992, 6.587, -4.301], [-3.217, 4.762, -2.988], [-5.219, 5.551, -4.714], [-4.414, 4.559, -5.961], [-2.248, 4.800, -4.791], [-0.491, 2.730, -5.290], [-0.051, 3.248, -6.261], [0.681, 2.638, -7.215], [0.898, 3.560, -8.287], [0.703, 4.898, -7.596], [0.148, 5.826, -8.405], [-0.210, 4.568, -6.566], [0.134, 3.418, -9.052], [1.886, 3.415, -8.710], [1.606, 5.318, -7.149], [1.904, 0.856, 0.932], [2.051, 1.710, 0.111], [2.318, 2.994, 0.391], [1.287, 3.727, 1.116], [0.559, 4.710, 0.200], [-0.944, 4.427, 0.082], [-1.662, 4.167, 1.435], [-2.693, 2.595, 1.413], [1.986, 1.510, -0.969], [0.599, 2.996, 1.546], [1.809, 4.225, 1.932], [0.727, 5.740, 0.524], [1.019, 4.611, -0.787], [-1.099, 3.608, -0.629], [-1.419, 5.296, -0.380], [-2.341, 5.000, 1.639], [-0.959, 4.144, 2.272], [-3.946, 2.733, 2.191], [-1.891, 1.445, 1.914], [-3.037, 2.298, 0.015]],
  "forces_ev_per_a": [[0.0, 0.0, -0.1], [0.0, 0.0, -0.1], [0.0, -0.1, 0.0], [0.1, 0.0, -0.1], [-0.1, -0.2, 0.0], [0.0, 0.0, 0.0], [0.1, 0.0, 0.3], [0.0, 0.1, 0.0], [0.0, -0.1, 0.1], [0.0, 0.1, 0.0], [0.0, 0.0, 0.0], [0.1, 0.1, 0.0], [0.0, 0.0, 0.0], [0.0, 0.0, 0.0], [-0.1, 0.1, 0.2], [0.1, 0.1, 0.0], [0.0, -0.2, 0.1], [0.0, 0.0, -0.1], [0.0, 0.0, 0.1], [0.1, 0.0, -0.2], [-0.1, 0.1, 0.1], [-0.1, -0.1, -0.1], [0.0, 0.0, 0.0], [-0.1, 0.0, 0.0], [0.0, 0.1, -0.1], [0.0, 0.0, -0.1], [0.1, -0.1, 0.2], [0.0, 0.0, 0.0], [0.1, 0.0, 0.0], [-0.1, 0.0, 0.0], [0.0, 0.0, 0.1], [-0.1, 0.0, 0.1], [0.0, 0.0, 0.0], [0.1, 0.1, 0.1], [-0.1, 0.0, 0.0], [-0.1, 0.0, 0.1], [0.1, 0.0, -0.2], [0.1, 0.0, 0.0], [-0.1, 0.0, -0.1], [0.1, 0.0, 0.1], [-0.1, 0.1, -0.1], [0.0, 0.1, 0.0], [0.0, 0.0, 0.0], [0.0, 0.1, -0.1], [0.0, -0.1, 0.0], [-0.1, 0.0, 0.1], [0.2, -0.1, 0.0], [0.0, 0.0, 0.0], [0.0, -0.1, 0.0], [0.0, 0.1, 0.0], [-0.1, 0.0, -0.1], [0.0, 0.0, 0.0], [0.0, 0.0, 0.0], [0.0, 0.0, -0.1], [0.0, -0.1, 0.0], [-0.1, 0.0, 0.0], [0.1, 0.1, 0.2], [0.0, 0.0, 0.0], [0.0, -0.1, 0.1], [0.0, 0.1, -0.1], [-0.3, -0.2, 0.3], [0.1, 0.1, -0.3], [-0.4, 0.2, -0.5], [0.3, -0.1, 0.3], [0.0, -0.1, -0.1], [0.0, 0.2, 0.0], [0.0, 0.2, -0.1], [0.0, 0.0, -0.1], [0.3, 0.0, 0.0], [0.1, 0.1, 0.0], [-0.1, 0.0, 0.0], [0.0, -0.1, 0.1], [0.0, 0.2, 0.0], [0.0, 0.0, 0.2], [0.1, -0.1, -0.1], [0.1, -0.1, 0.1], [-0.1, 0.0, -0.1], [0.1, -0.1, 0.1], [0.0, 0.0, 0.1], [0.0, -0.1, 0.0]],
  "mulliken_charge": [-0.5235, 0.5777, -0.3168, 0.1507, 0.2867, -0.1939, -0.3011, -0.2183, 0.2941, 0.2031, -0.5216, 0.5985, -0.3525, 0.0484, 0.6719, -0.3044, -0.3526, 0.0564, 0.0106, 0.1130, -0.5324, 0.6656, -0.3026, 0.0314, 0.2665, -0.2842, -0.2464, 0.2592, -0.1768, 0.2965, -0.4975, 0.6593, -0.3246, -0.0690, 0.3342, -0.2746, -0.3226, 0.2246, -0.0072, 0.3034, -0.4625, 0.6195, -0.3551, -0.4577, 0.7703, -0.2960, -0.2891, 0.2810, 0.2977, -0.1130, -0.4762, 0.6418, -0.3378, -0.4221, 0.2891, -0.2726, -0.2610, 0.2743, 0.2712, 0.2739, -0.4172, 0.0615, -0.4310, 0.8008, -1.0334, -0.5003, -0.6170, 0.4628, 0.4891, -0.5869, 0.2145, 0.3362, 0.3689, 0.3262, 0.2102, 0.5757, 0.3554, -0.1667, -0.1917, -0.1617]
}

---

(4)
{
  "formula": "C5H8N",
  "method": "ωB97M-V/def2-TZVPD",
  "smiles": "CC1(C)[C@H]2C=[N+]21",
  "de_lowest_kcal_mol": 107.5,
  "homo_lumo_gap_ev": 10.722,
  "e_lumo_ev": -5.8733,
  "total_charge": 1,
  "symbols": ["C", "C", "C", "C", "C", "N", "H", "H", "H", "H", "H", "H", "H", "H"],
  "coordinates": [[0.369, 1.034, -1.129], [0.038, 0.077, -0.085], [-0.585, -1.221, -0.647], [-0.448, 0.624, 1.176], [0.292, -0.322, 1.958], [1.077, -0.266, 0.949], [-0.339, 1.047, -2.003], [1.272, 0.354, -1.510], [0.693, 2.045, -0.844], [-0.051, -2.048, -1.107], [-1.326, -0.888, -1.399], [-1.098, -1.564, 0.263], [-0.459, 1.693, 1.423], [0.564, -0.566, 2.956]],
  "forces_ev_per_a": [[2.6, -1.2, -2.7], [-1.7, -0.6, -2.0], [-1.8, 0.8, 1.0], [0.9, -0.6, 1.1], [0.0, 0.7, 0.7], [0.4, 0.3, 0.0], [0.5, 0.0, 1.2], [-1.2, 2.2, -0.1], [0.0, -0.5, 0.0], [0.9, 0.5, 0.3], [0.2, -0.3, 0.5], [-0.3, -0.7, -0.7], [-0.3, -0.3, -0.1], [-0.3, -0.4, 0.7]],
  "mulliken_charge": [-1.3119, 1.2799, -1.1549, -0.3468, -0.0504, -0.1736, 0.3308, 0.3474, 0.3965, 0.3448, 0.3643, 0.3114, 0.2858, 0.3767]
}

---

| no. | electronic energy (eV) |
| --- | --- |
| 1 | -166710.520 |
| 2 | -22783.250 |
| 3 | -89469.883 |
| 4 | -6793.428 |